The following is a DFT calculation (wB97M-V/def2-TZVPD) of a 2-piece molecular cluster, C2H6N2O3 overall.

Last column: Mulliken charge in e.
Positions of all 13 atoms, in Å:
O: -1.2876 0.5813 0.0597  -0.673
C: -1.1612 -0.6519 -0.1228  0.142
N: -0.3578 -1.5451 0.5380  -0.086
C: 0.9803 -1.2768 0.7569  0.481
N: 1.3960 -0.0564 0.3736  -0.286
O: 1.6706 -2.1671 1.2742  -0.636
H: -1.7306 -1.2106 -0.9072  0.352
H: -0.5585 -2.4562 0.8589  0.223
H: 2.3109 0.2703 0.6181  0.229
H: 0.6160 0.5958 0.1715  0.184
H: -0.6621 1.9633 -0.8226  0.410
H: -0.9766 3.1883 -1.5890  0.302
O: -0.2394 2.7653 -1.2093  -0.643

Output
Gap between HOMO and LUMO ... 10.4 eV
ΔE to the lowest compared entry with this formula, charge and spin ... 102.43 kJ/mol
Molar mass ... 106.08 g/mol
SMILES string ... NC(=O)NC=O.O
E_tot ... -11294.2654 eV
LUMO level ... -0.1 eV

***

The following is a DFT calculation (wB97M-V/def2-TZVPD) of C32H26KN6O4S as an isolated structure.

Last column: Mulliken charge in e.
Positions of all 70 atoms, in Å:
K: 0.1592 0.2458 -0.0841  0.565
C: -1.8224 -1.6297 -5.4692  -0.486
C: -0.8676 -0.8710 -4.8059  -0.544
C: -0.9076 -0.7292 -3.4362  0.465
C: -1.9013 -1.3636 -2.6731  -0.250
C: -2.8462 -2.1472 -3.3584  -0.240
C: -2.8096 -2.2663 -4.7321  -0.654
N: -1.9556 -1.1187 -1.3216  0.092
N: -2.5085 -2.0148 -0.5873  -0.349
C: -2.5102 -1.8601 0.7536  0.328
C: -3.4788 -2.5638 1.5018  -0.522
C: -3.3230 -2.7442 2.8604  -0.286
C: -2.2644 -2.1515 3.5316  -1.103
C: -1.4335 -1.2826 2.8243  0.171
C: -1.4604 -1.1931 1.4492  -0.407
H: -1.7958 -1.7266 -6.5457  0.357
H: -0.0904 -0.3784 -5.3782  0.304
H: -0.1615 -0.1431 -2.9286  0.451
H: -3.6138 -2.6428 -2.7816  0.435
H: -3.5620 -2.8604 -5.2378  0.342
H: -4.3749 -2.9313 1.0160  0.380
H: -4.0390 -3.3446 3.4109  0.349
H: -2.1012 -2.3571 4.5851  0.430
H: -0.6757 -0.7274 3.3716  0.230
C: -4.0903 0.0321 5.5060  -1.537
C: -3.0492 1.0048 5.0420  0.857
C: -3.3305 1.9275 4.0420  -0.681
C: -2.3872 2.8538 3.6473  -0.678
C: -1.1273 2.8871 4.2427  0.325
N: -0.2778 3.9465 3.8880  0.036
C: 0.9811 4.2818 4.3263  0.237
O: 1.2627 5.4377 4.5775  -0.698
N: 1.9194 3.2892 4.4847  -0.068
C: 2.1094 2.1070 3.7678  0.240
C: 3.1804 1.2864 4.1192  -0.389
C: 3.4007 0.1239 3.4075  -0.656
C: 2.5409 -0.1838 2.3644  -0.884
N: 1.5250 0.5858 2.0269  0.045
C: 1.3153 1.6998 2.6956  -0.335
C: -0.8175 1.9317 5.2021  -0.104
C: -1.7746 1.0083 5.5890  -0.752
H: -5.0653 0.5122 5.5846  0.466
H: -3.8228 -0.3785 6.4776  0.348
H: -4.1646 -0.7883 4.7914  0.194
H: -4.3048 1.9311 3.5754  0.389
H: -2.6316 3.5757 2.8805  0.385
H: -0.7780 4.7713 3.5805  0.245
H: 2.7666 3.6529 4.9074  0.260
H: 3.8351 1.5704 4.9335  0.424
H: 4.2265 -0.5276 3.6548  0.408
H: 2.6701 -1.0797 1.7744  0.512
H: 0.4877 2.2978 2.3569  0.770
H: 0.1548 1.9185 5.6690  0.422
H: -1.5249 0.2807 6.3481  0.308
O: 5.4255 2.4141 -0.5106  -0.691
S: 4.2117 3.0239 -1.0071  1.060
O: 4.0270 4.4064 -0.6369  -0.687
N: 2.9085 2.1292 -0.6450  -0.246
C: 2.3473 1.6371 -1.7221  0.521
O: 1.3442 0.9135 -1.7452  -0.904
C: 3.0159 2.0288 -3.0036  -0.250
C: 2.6165 1.6651 -4.2760  -0.269
C: 3.3447 2.1395 -5.3529  -0.555
C: 4.4475 2.9579 -5.1515  -0.359
C: 4.8457 3.3167 -3.8679  -0.549
C: 4.1142 2.8401 -2.8051  -0.044
H: 1.7547 1.0294 -4.4017  0.635
H: 3.0484 1.8713 -6.3573  0.393
H: 5.0000 3.3198 -6.0070  0.371
H: 5.7035 3.9541 -3.7152  0.425

Output
Gap between HOMO and LUMO ... 6.2 eV
ΔE to the lowest compared entry with this formula, charge and spin ... 156.61 kJ/mol
Molar mass ... 629.76 g/mol
E_tot ... -77897.3957 eV
LUMO level ... 2.3 eV
Net charge ... -1

***

The following is a DFT calculation (wB97M-V/def2-TZVPD) of a 34-piece molecular cluster, C6H78BO35P overall.

Last column: Mulliken charge in e.
Positions of all 121 atoms, in Å:
C: -4.5218 -1.0821 -2.1244  -0.481
C: -3.9010 -0.0768 -1.8003  0.055
C: -2.9265 1.1416 -1.5522  -0.418
C: -1.6036 0.4953 -0.8885  -0.237
C: -1.7168 0.5205 0.6959  0.323
P: -0.8215 -0.8833 1.5869  -0.188
B: 0.4770 -1.7469 0.4488  0.717
O: 1.3492 -0.9147 -0.3406  -0.320
O: 0.5865 -3.1727 0.3261  -0.658
C: -0.6456 -3.7023 -0.2250  -0.963
H: -4.8496 -2.1409 -2.2384  0.257
H: -3.4168 1.9096 -0.8921  0.283
H: -2.6246 1.5380 -2.5703  0.290
H: -1.5522 -0.5560 -1.3308  0.160
H: -0.6809 1.0731 -1.2178  0.079
H: -1.3734 1.5499 1.0372  0.110
H: -2.8178 0.4205 0.9593  -0.101
H: -0.0553 -0.2231 2.6094  -0.055
H: 1.0022 -1.0136 -1.2614  0.246
H: -1.4808 -3.4200 0.5030  0.374
H: -0.9295 -3.2604 -1.2348  0.356
H: -0.6757 -4.8286 -0.3031  0.302
O: 1.0526 -1.0948 4.1896  -0.604
H: 1.7741 -0.7940 3.6209  0.298
H: 1.3096 -1.9922 4.4365  0.295
O: -4.9134 0.1199 2.5015  -0.641
H: -4.8773 -0.2239 1.6005  0.255
H: -5.7706 0.5627 2.5457  0.382
O: 4.0160 -1.0838 3.8252  -0.655
H: 4.4630 -1.9368 3.7505  0.329
H: 4.4759 -0.6418 4.5514  0.287
O: -6.5169 0.3965 -4.0355  -0.638
H: -5.7864 0.0667 -3.4858  0.208
H: -6.4658 1.3546 -3.9407  0.281
O: 6.0279 -1.2591 2.0317  -0.656
H: 6.0431 -1.6129 1.1311  0.339
H: 5.1692 -0.8207 2.0998  0.299
O: -3.4773 0.1223 -4.6988  -0.533
H: -3.6655 -0.8285 -4.7273  0.259
H: -3.9656 0.4795 -5.4517  0.312
O: -5.2917 -2.3740 -4.8517  -0.558
H: -5.2492 -2.7184 -5.7535  0.277
H: -6.1483 -1.9304 -4.8102  0.291
O: 2.4843 1.8609 -0.6715  -0.653
H: 1.9336 1.0749 -0.5262  0.403
H: 3.2865 1.6799 -0.1683  0.297
O: 1.2260 -4.4817 3.1440  -0.691
H: 0.9489 -4.0553 2.3217  0.356
H: 0.4741 -4.3583 3.7361  0.321
O: -5.0957 3.6147 -1.6628  -0.619
H: -4.3801 3.9128 -1.0877  0.306
H: -4.7042 3.6175 -2.5444  0.311
O: -6.0288 -0.9842 -7.2577  -0.525
H: -5.9870 -1.3291 -8.1584  0.288
H: -6.8851 -0.5409 -7.2155  0.271
O: 0.4833 3.2457 1.6521  -0.632
H: 1.2059 3.5376 2.2198  0.267
H: 0.8653 3.2523 0.7628  0.364
O: 3.4914 -0.6901 6.9248  -0.626
H: 3.3104 -1.6387 6.8921  0.332
H: 2.9810 -0.3298 6.1876  0.274
O: 8.0293 -1.7563 -0.2832  -0.637
H: 8.4783 -2.6118 -0.3590  0.320
H: 8.4886 -1.3143 0.4440  0.365
O: -5.8759 -3.5298 -0.5533  -0.590
H: -6.6878 -4.0323 -0.6930  0.303
H: -5.1900 -4.0800 -0.9504  0.289
O: 10.3217 0.6292 0.2079  -0.637
H: 11.0290 0.4143 -0.4118  0.323
H: 9.5784 0.8658 -0.3594  0.297
O: 7.4524 -2.4621 4.3288  -0.605
H: 7.2724 -3.4085 4.2916  0.301
H: 6.9506 -2.0974 3.5839  0.366
O: -1.5298 5.4141 1.0169  -0.637
H: -1.2998 6.0464 1.7100  0.308
H: -1.1588 4.5776 1.3291  0.298
O: -6.1939 2.6817 2.9098  -0.640
H: -6.3342 3.5971 3.1803  0.291
H: -5.3991 2.4151 3.3896  0.306
O: 0.3344 7.5408 1.5932  -0.604
H: 1.2883 7.4324 1.5135  0.280
H: 0.1484 8.3375 1.0838  0.353
O: -2.3341 8.2780 -0.2206  -0.638
H: -1.6183 8.5757 -0.7936  0.302
H: -2.0725 7.3831 0.0354  0.345
O: 7.2392 0.1537 -2.7386  -0.637
H: 7.4584 1.0457 -2.4459  0.301
H: 7.5536 -0.4150 -2.0218  0.331
O: -0.4682 -0.5748 -5.9790  -0.640
H: -1.2969 -0.3523 -5.5371  0.355
H: 0.1639 0.0623 -5.6203  0.305
O: 1.8084 9.7656 1.6123  -0.624
H: 1.9605 10.5970 1.1464  0.303
H: 1.3639 10.0312 2.4269  0.324
O: 1.9501 0.9585 -4.6854  -0.639
H: 2.3971 0.1050 -4.7442  0.315
H: 2.3857 1.4004 -3.9457  0.304
O: 7.4528 -0.4995 6.6647  -0.634
H: 7.4718 -0.8493 5.7622  0.316
H: 6.5955 -0.0620 6.7304  0.305
O: -6.6465 -0.0242 0.1457  -0.591
H: -6.8305 -0.9711 0.0976  0.288
H: -7.1258 0.3454 -0.6055  0.278
O: 0.8814 -5.6595 -2.6153  -0.660
H: 1.0994 -5.0255 -1.9205  0.318
H: 1.2567 -6.4905 -2.2999  0.313
O: -1.6429 -5.6716 -4.4270  -0.601
H: -0.8863 -5.6820 -3.8244  0.336
H: -2.2519 -6.3171 -4.0507  0.296
O: -8.1281 3.9743 5.1352  -0.651
H: -8.3128 3.0285 5.0869  0.332
H: -8.6085 4.3443 4.3850  0.316
O: 8.6043 -4.5327 -0.9068  -0.616
H: 7.7923 -5.0420 -1.0148  0.294
H: 9.2818 -5.0796 -1.3218  0.297
O: -3.3399 -2.5012 -7.0059  -0.614
H: -2.6156 -2.8332 -6.4596  0.305
H: -3.2835 -1.5425 -6.9115  0.288
O: 4.5460 -2.6920 9.0721  -0.647
H: 5.5002 -2.8068 8.9881  0.328
H: 4.3626 -1.8895 8.5698  0.354

Output
Gap between HOMO and LUMO ... 7.9 eV
Molar mass ... 752.44 g/mol
E_tot ... -89114.9901 eV
LUMO level ... -0.4 eV

***

The following is a DFT calculation (wB97M-V/def2-TZVPD) of C5H10N2O as an isolated structure.

Last column: Mulliken charge in e.
Positions of all 18 atoms, in Å:
N: 0.6764 -0.5695 1.4110  -0.423
C: 0.5224 -1.9231 -0.6165  0.050
C: -0.1253 -1.2327 0.4291  -0.548
O: 1.5216 -1.4564 -1.2936  -0.652
H: 1.4981 -0.1634 -1.3188  0.326
H: 1.4995 -1.0889 1.6841  0.181
H: 0.1062 -0.2736 2.1958  0.236
H: 0.0025 -2.7776 -1.0629  0.324
H: -1.0255 -1.7225 0.7972  0.329
C: 0.2054 1.4902 -0.5793  -0.035
C: -0.9251 0.5690 -0.3789  0.054
C: -1.8460 1.1206 0.5162  -0.915
N: 1.3184 1.1033 -1.0979  -0.313
H: 2.1154 1.7283 -1.0250  0.217
H: 0.1026 2.4958 -0.1800  0.334
H: -1.2492 0.0522 -1.2829  0.316
H: -1.6681 2.0715 0.9890  0.209
H: -2.7292 0.5767 0.8136  0.312

Output
Gap between HOMO and LUMO (alpha / beta) ... 6.6 / 6.6 eV
ΔE to the lowest compared entry with this formula, charge and spin ... 447.21 kJ/mol
Molar mass ... 114.15 g/mol
E_tot ... -10370.6702 eV
LUMO level (alpha / beta) ... 0.1 / 0.1 eV

***

| no. | largest force on an atom (eV/Å) |
| --- | --- |
| 1 | 3.61 |
| 2 | 3.85 |
| 3 | 2.18 |
| 4 | 3.21 |